(1)
Density functional theory data (ωB97M-V/def2-TZVPD) for a molecular structure, C39H39CeN12OSi in a non-equilibrium geometry.

Structure (ORCA input):
```
! RIJCOSX wB97M-V def2-TZVPD def2/J DEFGRID3
* xyz 3 1
Ce 1.19 -0.11 1.14
C -2.28 -4.55 -1.53
N -1.49 -3.73 -0.64
C -0.68 -2.70 -0.88
N -0.26 -2.16 0.27
C -0.88 -2.95 1.19
N -1.61 -3.88 0.67
C -3.64 -3.92 -1.71
C -4.80 -4.55 -1.27
C -6.03 -3.93 -1.40
C -6.12 -2.66 -1.95
C -4.97 -2.03 -2.40
C -3.73 -2.66 -2.29
C -5.04 -0.71 -2.96
N -6.09 0.05 -3.11
N -5.69 1.21 -3.62
C -4.40 1.13 -3.78
O -3.92 -0.07 -3.37
C -3.49 2.17 -4.20
C -3.96 3.43 -4.56
C -3.06 4.43 -4.87
C -1.69 4.19 -4.79
C -1.22 2.93 -4.45
C 0.25 2.68 -4.22
N 0.41 2.28 -2.84
C 0.55 1.07 -2.31
N 0.48 1.15 -0.97
C 0.29 2.49 -0.76
N 0.24 3.17 -1.87
C -2.12 1.92 -4.18
H -2.39 -5.52 -1.03
H -1.77 -4.68 -2.48
H -0.38 -2.37 -1.86
H -0.79 -2.84 2.25
H -4.74 -5.54 -0.83
H -6.92 -4.44 -1.07
H -7.06 -2.15 -2.04
H -2.85 -2.17 -2.66
H -5.02 3.60 -4.57
H -3.41 5.41 -5.15
H -0.99 4.99 -5.00
H 0.83 3.59 -4.38
H 0.64 1.89 -4.87
H 0.71 0.18 -2.88
H 0.20 2.94 0.21
H -1.77 0.93 -3.93
C -1.66 -0.76 5.00
C -1.10 -1.80 5.72
C 0.06 -2.39 5.26
C 0.66 -1.93 4.08
N 0.12 -0.90 3.38
C -1.01 -0.35 3.84
C 1.87 -2.57 3.51
C 2.48 -3.67 4.12
C 3.59 -4.26 3.54
C 4.08 -3.73 2.35
C 3.42 -2.64 1.80
N 2.34 -2.08 2.34
H -2.57 -0.28 5.31
H -1.58 -2.16 6.62
H 0.48 -3.20 5.81
H -1.44 0.45 3.24
H 2.11 -4.07 5.05
H 4.06 -5.11 4.00
H 4.95 -4.15 1.88
H 3.79 -2.20 0.88
C -0.45 3.13 3.14
C 1.04 3.07 2.99
C 1.85 4.06 3.51
C 3.21 4.03 3.23
C 3.71 3.03 2.43
C 2.85 2.02 1.95
N 1.52 2.04 2.27
N 3.22 1.00 1.14
Si 4.32 1.20 -0.18
C 3.77 -0.30 -1.29
C 3.91 2.84 -1.08
C 6.18 1.09 0.20
H -0.79 4.15 2.96
H -0.76 2.86 4.15
H -0.94 2.46 2.42
H 1.42 4.84 4.11
H 3.87 4.79 3.62
H 4.75 2.99 2.16
H 2.86 -0.84 -0.90
H 4.58 -1.02 -1.37
H 3.55 0.03 -2.30
H 2.84 2.97 -1.25
H 4.40 2.92 -2.04
H 4.23 3.68 -0.48
H 6.45 0.17 0.72
H 6.49 1.92 0.82
H 6.75 1.14 -0.71
*
```

Properties
- Kohn-Sham gap (spin up / spin down) (eV) = 2.81 / 2.82
- highest occupied orbital energy (spin up / spin down) (eV) = -14.1 / -14.1
- LUMO energy (spin up / spin down) (eV) = -11.303 / -11.297

(2)
Density functional theory data (ωB97M-V/def2-TZVPD) for a molecular structure, C39H39FIrN4O3S.

Structure (ORCA input):
```
! RIJCOSX wB97M-V def2-TZVPD def2/J DEFGRID3
* xyz 2 6
Ir -0.50 0.75 0.57
C 1.80 -3.04 -5.67
C 0.62 -3.63 -4.91
C 0.69 -5.13 -4.71
C 1.88 -5.50 -3.85
C 1.88 -4.71 -2.57
C 2.53 -5.17 -1.45
C 2.51 -4.43 -0.26
F 3.16 -4.93 0.80
C 1.84 -3.25 -0.14
C 1.16 -2.77 -1.26
C 0.41 -1.54 -1.18
O 0.41 -0.94 -0.03
C -0.24 -1.08 -2.31
C -0.15 -1.83 -3.48
N 0.52 -2.96 -3.58
C 1.19 -3.48 -2.47
C -1.06 0.16 -2.38
O -1.45 0.61 -3.42
O -1.36 0.75 -1.22
H 1.91 -3.56 -6.63
H 2.73 -3.15 -5.11
H 1.65 -1.98 -5.88
H -0.31 -3.38 -5.43
H 0.75 -5.61 -5.69
H -0.24 -5.48 -4.24
H 2.82 -5.32 -4.39
H 1.87 -6.57 -3.61
H 3.07 -6.11 -1.47
H 1.82 -2.71 0.80
H -0.65 -1.47 -4.37
S 2.26 1.26 0.72
C 1.87 2.47 -0.40
C 2.79 3.35 -0.99
C 2.32 4.25 -1.93
C 0.98 4.22 -2.28
C 0.11 3.31 -1.66
N 0.55 2.49 -0.73
H 3.83 3.30 -0.70
H 3.00 4.95 -2.40
H 0.59 4.89 -3.03
H -0.94 3.23 -1.92
C -0.26 4.85 1.44
C -1.51 4.55 0.64
C -2.09 5.55 -0.13
C -3.25 5.29 -0.85
C -3.86 4.05 -0.76
C -3.32 3.03 0.01
C -4.06 1.74 0.20
C -2.11 3.29 0.67
N -1.48 2.24 1.42
C -1.60 2.14 2.78
C -2.41 3.11 3.56
C -0.92 1.06 3.37
C -0.92 0.78 4.83
N -0.29 0.25 2.51
C 0.37 -0.96 2.93
C 1.62 -0.92 3.54
C 2.35 0.36 3.88
C 2.21 -2.13 3.91
C 1.56 -3.33 3.70
C 0.30 -3.34 3.13
C -0.32 -2.17 2.73
C -1.72 -2.20 2.17
H 0.34 5.62 0.94
H 0.36 3.96 1.58
H -0.51 5.24 2.43
H -1.64 6.53 -0.17
H -3.69 6.07 -1.45
H -4.79 3.87 -1.29
H -4.94 1.70 -0.44
H -4.40 1.64 1.24
H -3.45 0.86 -0.03
H -2.95 3.79 2.90
H -1.78 3.70 4.23
H -3.14 2.59 4.18
H -1.66 1.39 5.35
H 0.05 0.99 5.28
H -1.14 -0.27 5.02
H 1.83 1.26 3.53
H 3.36 0.36 3.46
H 2.47 0.45 4.96
H 3.19 -2.11 4.38
H 2.04 -4.26 3.99
H -0.22 -4.29 2.99
H -2.02 -3.22 1.95
H -1.82 -1.62 1.26
H -2.43 -1.79 2.89
*
```

Properties
- Kohn-Sham gap (spin up / spin down) (eV) = 7.08 / 5.10
- highest occupied orbital energy (spin up / spin down) (eV) = -12.5 / -13.7
- expectation value of S² = 8.7983
- LUMO energy (spin up / spin down) (eV) = -5.405 / -8.628

(3)
Density functional theory data (ωB97M-V/def2-TZVPD) for a molecular structure, C39H39GeN3O8STi.

Structure (ORCA input):
```
! RIJCOSX wB97M-V def2-TZVPD def2/J DEFGRID3
* xyz 0 1
Ti 1.06 -0.27 -0.67
O 4.02 1.73 1.41
C 3.14 0.83 0.97
O 2.13 1.21 0.29
C 3.24 -0.53 1.25
C 4.22 -1.21 1.96
C 4.14 -2.58 2.13
C 3.07 -3.27 1.53
C 2.12 -2.57 0.82
N 2.14 -1.19 0.68
C 1.02 -3.08 0.08
O 0.58 -4.33 0.11
O 0.40 -2.25 -0.63
H 3.75 2.59 1.05
H 5.04 -0.65 2.38
H 4.90 -3.12 2.68
H 3.01 -4.35 1.61
H 1.08 -4.84 0.75
C -0.77 -0.87 -4.65
C 0.33 -0.83 -3.62
O 0.00 -0.45 -2.48
C 1.68 -1.20 -3.97
C 1.97 -1.73 -5.25
C 3.25 -2.01 -5.63
C 4.30 -1.75 -4.74
C 4.06 -1.22 -3.50
C 2.74 -0.94 -3.07
O 2.56 -0.45 -1.88
H -1.68 -0.49 -4.20
H -0.93 -1.89 -4.98
H -0.50 -0.26 -5.51
H 1.15 -1.91 -5.93
H 3.45 -2.42 -6.61
H 5.32 -1.95 -5.04
H 4.86 -1.00 -2.81
C 2.11 4.28 -1.07
N 1.93 3.59 -2.32
C 2.79 3.52 -3.35
S 2.70 2.27 -4.47
N 3.77 4.46 -3.47
C 3.67 5.86 -3.09
H 1.43 3.82 -0.35
H 1.87 5.35 -1.12
H 3.13 4.17 -0.70
H 1.24 2.85 -2.31
H 4.32 4.28 -4.29
H 3.81 6.02 -2.02
H 2.70 6.29 -3.38
H 4.45 6.40 -3.61
O -0.04 1.83 -1.12
C -0.92 1.37 -0.36
O -0.74 0.23 0.17
C -2.20 2.09 -0.04
C -2.57 1.97 1.44
Ge -2.80 0.12 2.11
C -4.15 0.23 3.53
C -5.07 -0.79 3.75
C -5.98 -0.72 4.80
C -5.99 0.37 5.65
C -5.07 1.40 5.45
C -4.17 1.33 4.40
C -3.50 -1.00 0.68
C -2.68 -1.88 -0.03
C -3.19 -2.62 -1.09
C -4.52 -2.49 -1.46
C -5.34 -1.61 -0.77
C -4.84 -0.88 0.30
C -1.19 -0.64 2.92
C -1.13 -2.01 3.20
C -0.01 -2.56 3.80
C 1.07 -1.75 4.14
C 1.02 -0.39 3.87
C -0.10 0.15 3.27
H -2.97 1.61 -0.65
H -2.12 3.13 -0.36
H -3.53 2.47 1.60
H -1.85 2.50 2.07
H -5.08 -1.66 3.10
H -6.69 -1.53 4.95
H -6.69 0.43 6.46
H -5.07 2.26 6.11
H -3.46 2.14 4.26
H -1.63 -1.97 0.23
H -2.53 -3.29 -1.63
H -4.91 -3.06 -2.29
H -6.38 -1.50 -1.06
H -5.50 -0.20 0.83
H -1.96 -2.65 2.95
H 0.02 -3.62 4.02
H 1.95 -2.18 4.61
H 1.86 0.24 4.13
H -0.11 1.21 3.04
*
```

Properties
- Kohn-Sham gap (spin up / spin down) (eV) = 5.53 / 5.57
- highest occupied orbital energy (spin up / spin down) (eV) = -6.1 / -6.2
- LUMO energy (spin up / spin down) (eV) = -0.615 / -0.603

(4)
Density functional theory data (ωB97M-V/def2-TZVPD) for a molecular structure, C39H39HgN7O3P2S in a non-equilibrium geometry.

Structure (ORCA input):
```
! RIJCOSX wB97M-V def2-TZVPD def2/J DEFGRID3
* xyz -1 2
Hg 0.56 1.51 -0.64
N 0.99 2.36 2.49
C 2.37 2.81 2.37
C 3.19 2.56 1.09
O 4.42 2.67 1.21
N 2.53 2.34 -0.05
C 3.37 2.23 -1.25
C 2.91 1.24 -2.35
O 3.70 1.03 -3.27
O 1.75 0.69 -2.24
H 0.96 1.35 2.39
H 0.44 2.73 1.73
H 2.38 3.90 2.51
H 2.96 2.38 3.18
H 3.47 3.21 -1.73
H 4.38 1.93 -0.97
C -1.14 -1.21 2.03
N -0.45 -1.73 0.82
P 1.26 -1.35 1.11
C 1.56 -2.46 2.55
C 0.91 -3.69 2.70
C 1.20 -4.51 3.77
C 2.14 -4.12 4.72
C 2.79 -2.90 4.58
C 2.50 -2.08 3.50
C 2.25 -2.28 -0.10
C 1.99 -3.57 -0.56
C 2.85 -4.17 -1.46
C 3.99 -3.50 -1.89
C 4.30 -2.25 -1.38
C 3.43 -1.65 -0.48
P -1.06 -0.92 -0.63
C -0.61 -2.07 -1.97
C -0.07 -1.52 -3.13
C 0.23 -2.34 -4.22
C -0.04 -3.69 -4.16
C -0.62 -4.24 -3.02
C -0.90 -3.43 -1.93
C -2.84 -1.34 -0.49
C -3.74 -0.48 -1.12
C -5.10 -0.75 -1.11
C -5.58 -1.87 -0.46
C -4.69 -2.74 0.16
C -3.33 -2.48 0.15
H -0.71 -1.69 2.91
H -2.20 -1.45 2.00
H -1.05 -0.13 2.14
H 0.17 -3.99 1.96
H 0.70 -5.46 3.87
H 2.35 -4.75 5.57
H 3.52 -2.59 5.31
H 3.01 -1.12 3.39
H 1.11 -4.09 -0.23
H 2.63 -5.16 -1.84
H 4.65 -3.96 -2.62
H 5.18 -1.72 -1.70
H 3.66 -0.67 -0.08
H 0.17 -0.47 -3.17
H 0.67 -1.91 -5.10
H 0.19 -4.33 -5.00
H -0.84 -5.30 -2.97
H -1.34 -3.87 -1.04
H -3.36 0.41 -1.61
H -5.79 -0.07 -1.60
H -6.64 -2.08 -0.44
H -5.06 -3.62 0.67
H -2.65 -3.15 0.65
N -2.64 5.38 -6.41
C -2.16 4.84 -5.50
C -1.60 4.19 -4.39
C -2.35 3.30 -3.57
C -1.78 2.78 -2.45
N -0.51 3.04 -2.03
C 0.24 3.84 -2.86
C -0.24 4.42 -3.99
H -3.37 3.05 -3.82
H -2.36 2.13 -1.80
H 1.26 4.01 -2.55
H 0.39 5.06 -4.59
C -2.74 2.48 4.11
N -2.12 3.55 3.37
C -1.69 4.77 3.88
C -1.12 5.45 2.87
N -1.20 4.65 1.75
C -1.81 3.48 2.04
S -2.12 2.22 0.99
H -3.42 2.89 4.86
H -1.98 1.86 4.60
H -3.29 1.86 3.41
H -1.83 5.03 4.91
H -0.65 6.42 2.86
H -0.87 4.86 0.82
*
```

Properties
- Kohn-Sham gap (spin up / spin down) (eV) = 4.40 / 7.50
- highest occupied orbital energy (spin up / spin down) (eV) = -2.4 / -5.5
- expectation value of S² = 0.7649
- LUMO energy (spin up / spin down) (eV) = 2.032 / 2.031

(5)
Density functional theory data (ωB97M-V/def2-TZVPD) for a molecular structure, C39H40BBrN8NiO6PS in a non-equilibrium geometry.

Structure (ORCA input):
```
! RIJCOSX wB97M-V def2-TZVPD def2/J DEFGRID3
* xyz -1 1
Ni -0.18 0.02 0.18
B 2.10 2.17 1.30
N 2.67 1.00 0.45
C 3.96 0.70 0.27
C 4.04 -0.42 -0.54
C 2.71 -0.74 -0.81
N 1.90 0.12 -0.20
N 0.89 2.78 0.55
C 0.63 4.08 0.42
C -0.59 4.24 -0.22
C -1.02 2.93 -0.45
N -0.12 2.06 0.02
H 1.76 1.76 2.37
H 2.96 3.02 1.37
H 4.73 1.29 0.73
H 4.93 -0.92 -0.88
H 2.33 -1.53 -1.44
H 1.33 4.82 0.78
H -1.09 5.15 -0.46
H -1.91 2.59 -0.94
Br -2.17 -5.18 0.97
C -1.64 -4.11 2.47
C -1.38 -4.76 3.66
C -0.96 -4.00 4.75
C -0.80 -2.63 4.62
C -1.06 -1.99 3.41
C -1.51 -2.73 2.32
C -0.81 -0.48 3.31
O -1.06 0.18 4.32
O -0.28 -0.06 2.24
H -1.49 -5.83 3.73
H -0.76 -4.49 5.69
H -0.48 -2.03 5.46
H -1.73 -2.23 1.39
N -2.01 -0.17 -0.39
P -3.47 0.27 -0.21
C -3.93 1.30 1.23
C -2.89 1.73 2.05
C -3.15 2.42 3.22
C -4.47 2.69 3.58
C -5.51 2.27 2.77
C -5.25 1.57 1.60
C -4.69 -1.10 -0.07
C -5.11 -1.77 -1.22
C -5.95 -2.87 -1.12
C -6.36 -3.32 0.12
C -5.91 -2.69 1.27
C -5.07 -1.59 1.18
C -4.09 1.13 -1.72
C -5.38 1.62 -1.89
C -5.76 2.18 -3.11
C -4.87 2.24 -4.16
C -3.58 1.76 -4.00
C -3.19 1.21 -2.78
H -1.87 1.47 1.79
H -2.34 2.73 3.86
H -4.68 3.22 4.50
H -6.54 2.47 3.05
H -6.07 1.21 0.99
H -4.79 -1.41 -2.19
H -6.26 -3.39 -2.02
H -7.02 -4.18 0.19
H -6.19 -3.08 2.24
H -4.72 -1.11 2.08
H -6.10 1.56 -1.08
H -6.77 2.55 -3.23
H -5.17 2.66 -5.11
H -2.87 1.80 -4.82
H -2.19 0.81 -2.63
C 6.67 -6.78 0.96
C 5.64 -6.13 0.05
S 4.03 -6.29 0.85
O 3.65 -7.68 0.82
O 4.08 -5.63 2.14
C 2.90 -5.34 -0.20
C 1.53 -5.30 0.48
N 0.77 -4.17 -0.01
C 0.82 -2.93 0.52
N 0.07 -2.09 -0.17
C -0.50 -2.78 -1.18
C -0.07 -4.08 -1.12
N -0.35 -5.13 -2.01
O 0.24 -6.19 -1.89
O -1.16 -4.90 -2.89
C 1.62 -2.59 1.73
H 7.67 -6.72 0.52
H 6.42 -7.82 1.13
H 6.69 -6.27 1.93
H 5.55 -6.65 -0.90
H 5.83 -5.07 -0.09
H 2.86 -5.83 -1.17
H 3.33 -4.34 -0.27
H 1.66 -5.18 1.56
H 0.99 -6.22 0.28
H -1.19 -2.33 -1.87
H 1.29 -3.17 2.59
H 1.46 -1.53 1.94
H 2.68 -2.78 1.57
*
```

Properties
- Kohn-Sham gap (spin up / spin down) (eV) = 6.39 / 6.39
- highest occupied orbital energy (spin up / spin down) (eV) = -4.9 / -4.9
- LUMO energy (spin up / spin down) (eV) = 1.512 / 1.512